No. 1
Formula: C6H11IN2Si
Source: the OMol25 dataset
Level of theory: ωB97M-V/def2-TZVPD

LUMO level (alpha / beta) ... 0.296 / -2.519 eV
Spin multiplicity ... 3
HOMO-LUMO gap (alpha / beta) ... 4.76 / 6.55 eV
Net charge ... 0

Each line ends with the Mulliken charge.
Cartesian coordinates (Å):
C1 2.725 2.432 0.064  -0.656
C2 2.411 1.104 -0.018  0.136
C3 0.972 1.088 -0.203  0.229
C4 0.258 -1.533 1.256  -1.181
C5 -0.073 -1.415 -1.643  -1.005
C6 -1.962 0.468 0.205  -1.174
N1 0.529 2.344 -0.183  -0.521
N2 1.592 3.126 0.066  -0.091
Si1 -0.300 -0.329 -0.128  0.418
I1 3.801 -0.422 0.076  0.192
H1 3.748 2.770 0.046  0.457
H2 -0.676 -1.649 1.814  0.334
H3 0.468 -2.477 0.917  0.394
H4 0.986 -1.063 1.988  0.318
H5 -0.398 -2.518 -1.503  0.288
H6 -0.509 -1.264 -2.637  0.369
H7 1.004 -1.450 -1.740  0.228
H8 -2.680 -0.260 -0.177  0.297
H9 -2.103 0.599 1.256  0.350
H10 -2.108 1.418 -0.195  0.390
H11 1.388 4.046 -0.185  0.228

---

No. 2
Formula: C6H11IOSi
Source: the OMol25 dataset
Level of theory: ωB97M-V/def2-TZVPD

LUMO level (alpha / beta) ... 0.606 / 0.606 eV
Spin multiplicity ... 1
HOMO-LUMO gap (alpha / beta) ... 8.53 / 8.53 eV
Net charge ... 0

Each line ends with the Mulliken charge.
Cartesian coordinates (Å):
C1 -1.817 2.057 -0.100  0.125
C2 -2.669 0.892 -0.619  -0.417
C3 -2.275 1.274 -1.835  -0.155
C4 0.186 -1.525 1.663  -0.797
C5 1.928 0.871 0.548  -0.977
C6 0.865 -1.166 -1.597  -1.005
O1 -1.429 2.209 -1.480  -0.375
Si1 0.952 -0.657 0.300  0.350
I1 -4.005 -0.353 0.367  0.101
H1 -2.502 2.802 0.333  0.304
H2 -2.570 1.015 -2.809  0.474
H3 -1.013 1.694 0.457  -0.092
H4 -0.573 -2.295 1.467  0.259
H5 0.057 -1.017 2.601  0.273
H6 1.282 1.593 1.256  0.263
H7 2.974 0.824 0.996  0.352
H8 1.889 1.470 -0.343  0.356
H9 1.850 -1.296 -1.925  0.390
H10 0.316 -2.060 -1.491  0.285
H11 0.497 -0.498 -2.499  0.287

---

No. 3
Formula: C6H11ISi
Source: the OMol25 dataset
Level of theory: ωB97M-V/def2-TZVPD

LUMO level ... 0.171 eV
Spin multiplicity ... 1
HOMO-LUMO gap ... 8.90 eV
Net charge ... 0

Each line ends with the Mulliken charge.
Cartesian coordinates (Å):
C1 -0.368 2.065 1.149  -0.827
C2 -0.936 0.081 -2.578  -0.736
C3 -1.064 0.975 0.801  -0.217
C4 -1.301 -0.067 -1.347  -0.518
C5 -0.017 -1.350 0.116  -1.483
C6 -0.405 0.120 -0.205  0.596
Si1 2.193 -1.449 1.509  0.428
I1 3.557 0.367 0.540  -0.078
H1 -0.687 2.864 1.753  0.342
H2 0.644 2.135 0.809  0.156
H3 -1.649 -0.084 -3.385  0.280
H4 -0.097 0.696 -2.979  0.249
H5 -2.066 0.699 1.092  0.322
H6 -2.201 -0.475 -1.005  0.325
H7 -0.070 -1.869 -0.727  0.630
H8 -0.728 -1.655 0.863  0.448
H9 0.376 0.709 -0.534  0.295
H10 3.128 -2.494 1.284  -0.128
H11 1.692 -1.266 2.844  -0.086

---

No. 4
Formula: C6H11N
Source: the OMol25 dataset
Level of theory: ωB97M-V/def2-TZVPD

LUMO level (alpha / beta) ... 4.289 / 4.014 eV
Spin multiplicity ... 2
HOMO-LUMO gap (alpha / beta) ... 3.07 / 7.55 eV
Net charge ... -1

Each line ends with the Mulliken charge.
Cartesian coordinates (Å):
C1 0.633 -1.839 -0.597  -1.753
N1 -2.025 -0.760 -0.514  -0.852
C2 -0.938 0.205 -0.353  -1.180
C3 0.349 -0.337 -0.155  1.052
C4 1.392 0.543 0.341  -0.385
C5 2.268 0.520 1.396  -0.525
C6 -1.339 1.730 -0.090  -2.118
H1 1.190 -2.324 0.171  0.159
H2 1.069 -1.872 -1.540  0.493
H3 -0.292 -2.373 -0.735  0.386
H4 -1.915 -1.656 -0.018  0.619
H5 -2.906 -0.491 -0.737  0.610
H6 1.418 1.449 -0.316  0.048
H7 2.915 1.473 1.391  0.252
H8 2.483 -0.123 2.356  0.343
H9 -0.554 2.301 -0.658  0.151
H10 -1.090 2.051 0.931  0.279
H11 -2.331 1.953 -0.503  1.420

---

| no. | total energy (eV) |
| --- | --- |
| 1 | -25353.8069 |
| 2 | -24421.2594 |
| 3 | -22375.0346 |
| 4 | -7886.6309 |